ORCA calculation (ωB97M-V/def2-TZVPD) on C8H23F3HfNO5 as an isolated structure at a distorted geometry.

## Properties
charge = +1

The geometry in XYZ format:
```
41
Properties=species:S:1:pos:R:3:nbo_charge:R:1
Hf -35.1675 18.9592 6.5763 1.746
F -33.9756 21.4936 4.2285 -0.515
F -31.7367 19.5383 6.8444 -0.471
F -33.5664 15.7901 6.5522 -0.604
C -33.3653 18.3436 13.3663 -0.651
C -32.7859 18.4218 11.9469 -0.083
C -31.5339 17.5438 11.7433 -0.066
O -30.5511 17.6195 12.6625 -0.455
C -29.8319 18.8476 12.7408 -0.274
N -33.7254 18.0371 10.9738 -0.744
H -34.2066 19.0283 13.4738 0.215
H -32.7563 18.6031 14.2323 0.242
H -33.6968 17.3434 13.6454 0.220
H -32.4678 19.4437 11.7404 0.205
H -31.2023 17.6963 10.7162 0.184
H -31.6941 16.4657 11.7597 0.198
H -29.9132 19.4707 11.8502 0.183
H -28.7631 18.6571 12.8379 0.209
H -30.1482 19.3539 13.6528 0.199
H -34.6120 18.1945 11.4312 0.365
H -33.6847 17.0345 10.8588 0.372
C -28.6003 20.8617 0.2824 -0.094
C -29.6504 19.9170 0.9939 -0.100
O -29.4800 20.0713 2.3797 -0.604
O -28.4927 22.2094 0.7777 -0.648
H -28.6076 20.7941 -0.8055 0.183
H -27.6512 20.4663 0.6443 0.184
H -29.4941 18.8916 0.6589 0.194
H -30.6204 20.3867 0.8307 0.222
H -29.7279 19.2246 2.7581 0.479
H -27.6814 22.3578 0.2864 0.470
C -26.1024 20.0702 7.1434 -0.088
C -25.7791 19.8898 5.6506 -0.097
O -25.7507 21.1763 5.0958 -0.630
O -27.3939 20.8682 7.3230 -0.650
H -25.2797 20.4384 7.7564 0.201
H -26.2753 19.1109 7.6311 0.181
H -26.5262 19.2364 5.2000 0.186
H -24.8487 19.3220 5.6483 0.182
H -24.8121 21.2205 4.8995 0.474
H -28.1437 20.3073 7.5345 0.481
```

ORCA calculation (ωB97M-V/def2-TZVPD) on one molecule with the formula C8H23N4P at a distorted geometry.

## Properties
relative energy (zero: lowest compared OMol25 entry of this formula, charge and spin) = 0.00 kJ/mol
SMILES = CN(C)P(N)(=NC(C)(C)C)N(C)C

The geometry in XYZ format:
```
36
Properties=species:S:1:pos:R:3:nbo_charge:R:1
C 1.5764 -0.1562 1.3140 -0.616
C 2.6856 -1.3852 -0.7120 -0.625
C 2.8844 1.2211 -0.2214 -0.572
C -0.9493 -2.4486 -0.6897 -0.414
C -1.6484 -1.3998 1.4871 -0.422
C -3.0003 1.6278 -0.0806 -0.398
C -0.7789 2.5020 0.0499 -0.423
C 2.0558 -0.0829 -0.1390 0.058
N 1.0300 0.2866 -1.0593 -1.011
N -1.3001 0.1252 -2.2055 -1.220
N -1.4554 -1.3145 0.0285 -0.762
N -1.5599 1.2878 0.0803 -0.802
P -0.6569 0.0526 -0.6945 2.161
H 2.4426 -0.0261 1.9601 0.222
H 0.7128 0.4667 1.5315 0.206
H 1.0753 -1.2351 1.4707 0.189
H 2.2125 -2.3368 -0.4134 0.202
H 3.8203 -1.6499 -0.5156 0.205
H 2.5447 -1.3095 -1.8870 0.228
H 3.9571 1.0985 0.2818 0.179
H 2.9987 1.6565 -1.2856 0.223
H 2.3648 1.8979 0.2944 0.189
H -1.8650 -2.9493 -1.0337 0.186
H -0.3905 -2.1944 -1.5039 0.214
H -0.3599 -3.0521 -0.1237 0.189
H -2.7555 -1.8053 1.5200 0.194
H -1.0569 -2.0011 2.1105 0.193
H -1.4676 -0.3349 1.7905 0.233
H -3.0777 2.3450 -0.8000 0.191
H -3.5007 0.6721 -0.2308 0.204
H -3.2167 1.9521 0.9366 0.206
H -0.9442 3.1486 -0.8592 0.176
H -0.9123 3.2439 0.9243 0.181
H 0.1620 2.1045 0.1617 0.227
H -2.2751 -0.0618 -2.3139 0.390
H -0.8553 -0.1996 -3.0838 0.420
```

ORCA calculation (ωB97M-V/def2-TZVPD) on C8H23N5O4Rb as an isolated structure at a distorted geometry.

## Properties
relative energy (zero: lowest compared OMol25 entry of this formula, charge and spin) = 77.01 kJ/mol
charge = +1

The geometry in XYZ format:
```
41
Properties=species:S:1:pos:R:3:nbo_charge:R:1
Rb 9.9749 -8.3582 -12.5616 0.977
C 4.3781 -6.0904 -9.4029 -0.258
O 5.5015 -6.8585 -9.7138 -0.550
C 5.2697 -8.2451 -9.7772 -0.082
C 6.5479 -8.8986 -10.3450 -0.232
N 7.0771 -8.2787 -11.5544 -0.664
C 5.9986 -8.0903 -12.5650 -0.266
C 6.6021 -7.9053 -13.9326 -0.097
O 7.6107 -8.8568 -14.2811 -0.547
C 6.9388 -10.0301 -14.6601 -0.264
H 4.3883 -5.1503 -9.9609 0.191
H 4.2602 -5.8435 -8.3435 0.184
H 3.4110 -6.5238 -9.6934 0.173
H 4.3901 -8.4061 -10.4166 0.159
H 4.9810 -8.8128 -8.8831 0.183
H 6.2661 -9.9128 -10.6368 0.179
H 7.2320 -8.8890 -9.4975 0.213
H 7.4766 -7.3607 -11.3859 0.358
H 5.4290 -7.2212 -12.2325 0.212
H 5.3446 -8.9644 -12.5527 0.191
H 6.9517 -6.8636 -13.9132 0.186
H 5.8630 -7.8066 -14.7334 0.198
H 6.2711 -10.4573 -13.9034 0.161
H 7.6069 -10.8574 -14.9060 0.204
H 6.3273 -9.8946 -15.5598 0.181
C 13.6082 -9.4259 -11.5570 0.788
O 12.6439 -8.6482 -11.6556 -0.749
N 13.6679 -10.3106 -10.5270 -0.824
N 14.6647 -9.4671 -12.3966 -0.823
H 12.9046 -10.3940 -9.8851 0.415
H 14.4868 -10.8770 -10.4343 0.390
H 15.4200 -10.1116 -12.2786 0.395
H 14.7052 -8.9193 -13.2370 0.414
C 9.0196 -12.1835 -12.6046 0.784
O 9.7390 -11.1883 -12.7858 -0.739
N 7.7853 -12.0494 -12.0613 -0.841
N 9.3712 -13.4251 -13.0185 -0.823
H 7.4964 -11.0928 -11.9418 0.411
H 7.1391 -12.8023 -11.9261 0.400
H 10.1617 -13.5138 -13.6286 0.419
H 8.6883 -14.1535 -12.9336 0.393
```

ORCA calculation (ωB97M-V/def2-TZVPD) on C8H23NO9PY as an isolated structure at a distorted geometry.

## Properties
relative energy (zero: lowest compared OMol25 entry of this formula, charge and spin) = 0.00 kJ/mol

The geometry in XYZ format:
```
43
Properties=species:S:1:pos:R:3:mulliken_charge:R:1
Y 14.4554 -7.8261 -12.9549 1.011
P 16.5510 -7.6433 -14.5488 0.669
O 16.7362 -7.9348 -12.9807 -0.693
O 15.5516 -6.4084 -14.3850 -0.587
O 15.4135 -8.6954 -14.7874 -0.543
O 17.7343 -7.5762 -15.3817 -0.923
C 13.5807 -3.4869 -11.5222 -1.599
C 13.3626 -4.9632 -11.8402 0.512
C 12.8054 -5.0435 -13.2496 -1.002
O 12.4683 -6.4093 -13.6019 -0.294
C 11.8288 -6.4429 -14.8618 -0.916
N 14.6044 -5.7746 -11.8257 -0.252
H 14.3725 -3.0705 -12.1376 0.397
H 13.6328 -3.2670 -10.4522 0.406
H 12.6421 -2.9415 -11.7020 0.392
H 12.7358 -5.4510 -11.0931 0.004
H 13.4984 -4.7437 -14.0444 0.543
H 11.9291 -4.3939 -13.3432 0.608
H 12.2495 -7.2376 -15.4806 0.272
H 11.9196 -5.5109 -15.4199 0.439
H 10.7568 -6.6539 -14.7653 0.302
H 14.9772 -5.6732 -10.8796 0.332
H 15.3646 -5.3221 -12.3411 0.375
C 12.8408 -10.7644 -13.1729 -0.385
C 14.1190 -11.5620 -13.2465 -0.454
O 15.1408 -10.6021 -12.9868 -0.389
O 12.9242 -9.5357 -13.8945 -0.225
H 12.7786 -10.4342 -12.1323 -0.003
H 11.9648 -11.3760 -13.4022 0.435
H 14.2429 -11.9715 -14.2543 0.342
H 14.1747 -12.3701 -12.5160 0.323
H 15.7905 -10.6126 -13.7013 0.303
H 12.9255 -9.7276 -14.8383 0.272
C 13.1891 -7.9627 -9.8711 -0.583
C 14.5084 -8.6682 -9.7205 -0.630
O 15.3031 -8.4977 -10.8867 -0.270
O 12.7394 -8.1016 -11.2302 -0.242
H 13.2986 -6.9108 -9.6002 0.203
H 12.4844 -8.3785 -9.1492 0.563
H 14.5460 -9.7331 -9.4562 0.403
H 14.9992 -8.2572 -8.8213 0.374
H 16.1821 -8.8690 -10.7548 0.233
H 11.8006 -8.2966 -11.1837 0.274
```

ORCA calculation (ωB97M-V/def2-TZVPD) on C8H23O5PSSi2 as an isolated structure at a distorted geometry.

The geometry in XYZ format:
```
40
Properties=species:S:1:pos:R:3:nbo_charge:R:1
C 3.2630 0.7667 2.3068 -0.662
C 3.1759 -0.7352 1.5762 -0.083
O 1.8026 -1.1799 1.3148 -0.923
Si 1.1371 -0.5678 -0.1787 1.838
C -0.3400 0.7013 0.0738 -0.937
C -1.8152 0.0158 -0.2035 -0.405
C -2.9367 1.1784 0.1770 -0.433
C -4.2928 1.0360 -0.7320 -0.627
S -5.8908 1.1249 0.2805 2.085
O -5.6452 1.5915 1.7623 -0.867
O -6.8931 2.1330 -0.3531 -0.881
O -6.6788 -0.3856 0.3777 -0.824
O 0.3753 -1.9713 -0.9945 -1.226
Si 0.0981 -3.2429 0.2254 1.190
P 2.5414 0.2924 -1.6074 0.210
C 3.6159 -0.9951 -2.5126 -0.916
C 3.5380 1.7664 -0.9261 -0.918
H 2.6778 1.5946 1.7226 0.211
H 4.4125 1.0275 2.4708 0.224
H 2.8115 0.6589 3.4056 0.226
H 3.9147 -0.8370 0.6632 0.183
H 3.6073 -1.4807 2.4045 0.196
H -0.2691 1.0633 1.1863 0.247
H -0.2118 1.5628 -0.7084 0.250
H -1.9494 -0.4314 -1.2768 0.225
H -1.9882 -0.8514 0.5964 0.219
H -3.1187 1.0842 1.3456 0.266
H -2.4478 2.2340 -0.0737 0.223
H -4.3099 0.0745 -1.4302 0.249
H -4.3246 1.9609 -1.4738 0.285
H -6.6171 -0.7803 -0.5603 0.493
H -0.7660 -2.6714 1.2589 -0.206
H -0.6541 -4.3483 -0.3919 -0.195
H 1.3332 -3.7925 0.7758 -0.186
H 3.0544 -1.2691 -3.5295 0.256
H 3.7070 -1.9493 -1.8420 0.239
H 4.6785 -0.5543 -2.8250 0.249
H 4.3926 1.3225 -0.2328 0.220
H 2.8955 2.5226 -0.2712 0.254
H 4.1169 2.3316 -1.8004 0.251
```

| no. | HOMO energy (eV) |
| --- | --- |
| 1 | -11.981 |
| 2 | -7.651 |
| 3 | -12.101 |
| 4 | -6.612 |
| 5 | -8.174 |